{"formula": "C5H4Cl3N2O", "method": "the ωB97M-V functional and the def2-TZVPD basis", "gap_ev": [5.95, 6.00], "s2": 2.012, "e_homo_ev": [-11.36, -14.72], "e_lumo_ev": [-5.41, -8.71], "charge": 1, "multiplicity": 3, "symbols": ["C", "C", "C", "C", "C", "N", "N", "O", "Cl", "Cl", "Cl", "H", "H", "H", "H"], "coordinates": [[0.85212, -1.00916, -1.32883], [0.79373, 1.19663, -0.40474], [-1.62076, 0.51418, 0.16270], [-0.47027, 1.15501, 0.34294], [0.70028, -1.16531, 1.02798], [1.04311, 0.30441, -1.31982], [0.65356, -1.57077, -0.12874], [-1.98639, -0.60220, -0.39002], [1.83433, 2.51338, -0.27067], [-3.01516, 1.20547, 0.83906], [2.04014, -0.24708, 1.63578], [1.10423, -1.67241, -2.14990], [-0.40093, 1.97320, 1.12605], [-0.15502, -1.46021, 1.61533], [-1.37296, -1.13514, -0.75712]]}

---

{"formula": "C29H46NO14PS4", "method": "the ωB97M-V functional and the def2-TZVPD basis", "gap_ev": 9.17, "e_homo_ev": -9.72, "e_lumo_ev": -0.55, "charge": 0, "symbols": ["C", "C", "C", "C", "C", "C", "C", "C", "C", "C", "O", "C", "P", "O", "O", "O", "C", "O", "N", "C", "O", "H", "H", "H", "H", "H", "H", "H", "H", "H", "H", "H", "H", "H", "H", "C", "C", "C", "S", "O", "O", "C", "H", "H", "H", "H", "H", "H", "H", "H", "C", "C", "C", "S", "O", "O", "C", "H", "H", "H", "H", "H", "H", "H", "H", "C", "C", "C", "S", "O", "O", "C", "H", "H", "H", "H", "H", "H", "H", "H", "C", "C", "C", "S", "O", "O", "C", "H", "H", "H", "H", "H", "H", "H", "H"], "coordinates": [[6.09298, -1.88163, 2.93422], [4.61158, -1.99010, 3.26498], [3.67226, -1.68251, 2.07940], [4.14704, -2.11202, 0.70843], [4.55103, -3.42315, 0.46312], [5.04890, -3.81677, -0.76640], [5.20883, -2.92551, -1.80215], [4.76633, -1.61319, -1.63457], [5.00520, -0.69357, -2.81809], [6.07238, 0.33141, -2.46949], [7.21792, 0.15770, -2.77655], [4.18900, -1.22078, -0.39941], [3.53653, 0.45916, -0.15239], [4.46378, 1.31941, 0.57956], [2.08567, 0.30295, 0.51761], [3.15787, 1.10628, -1.56691], [5.33361, -5.28128, -0.72406], [6.08529, -5.91277, -1.39027], [4.50917, -5.80464, 0.36964], [4.55028, -4.68213, 1.30586], [4.70590, -4.83855, 2.47222], [6.30087, -0.89884, 2.50967], [6.45280, -2.66816, 2.27717], [6.66175, -1.94646, 3.86155], [4.39968, -1.22499, 4.01366], [4.35239, -2.94047, 3.71908], [3.57211, -0.60345, 2.08252], [2.67319, -2.08253, 2.26888], [5.63593, -3.24886, -2.74039], [5.41396, -1.28064, -3.63554], [4.09364, -0.22142, -3.16771], [5.77006, 1.22350, -1.90149], [1.76623, -0.60561, 0.41896], [2.40214, 0.66255, -1.97364], [3.57910, -5.87144, -0.05885], [3.37704, -10.01699, -3.40278], [4.11433, -10.13253, -2.06095], [4.43728, -8.70883, -1.58764], [3.16220, -7.65927, -2.29328], [3.76229, -6.74542, -3.23218], [2.30549, -7.15128, -1.24214], [2.31170, -8.94361, -3.20178], [2.93156, -10.96344, -3.70466], [4.07259, -9.70736, -4.18540], [3.46832, -10.62733, -1.33319], [5.02285, -10.72549, -2.14904], [4.41101, -8.60158, -0.50638], [5.39080, -8.34985, -1.96737], [1.92198, -8.52198, -4.12504], [1.49433, -9.30082, -2.57592], [-1.23428, 3.16124, 2.55215], [-1.77609, 2.18604, 3.60626], [-2.67931, 1.18093, 2.88049], [-2.04202, 1.06955, 1.20251], [-3.03899, 1.58974, 0.29655], [-1.44836, -0.22783, 0.98533], [-0.75394, 2.29800, 1.38874], [-0.42726, 3.77730, 2.94537], [-2.03408, 3.82573, 2.21771], [-0.94276, 1.66199, 4.07831], [-2.32656, 2.70268, 4.39031], [-2.64941, 0.18957, 3.32458], [-3.70961, 1.53059, 2.81701], [-0.64244, 2.83819, 0.45165], [0.16871, 1.77106, 1.63033], [-7.24418, 2.66738, -0.66836], [-7.12661, 4.14402, -0.26390], [-7.65699, 4.27502, 1.16732], [-7.37152, 2.68234, 1.94996], [-8.64270, 2.07880, 2.26256], [-6.34508, 2.80972, 2.95883], [-6.68988, 1.87159, 0.50767], [-6.69638, 2.45199, -1.58465], [-8.29248, 2.40798, -0.83224], [-6.07775, 4.44764, -0.29494], [-7.67749, 4.79647, -0.93948], [-7.14040, 5.04322, 1.73331], [-8.72848, 4.46143, 1.18925], [-6.98600, 0.82528, 0.50955], [-5.60379, 1.95424, 0.56873], [-4.12369, 7.97607, -0.71011], [-4.88319, 8.40485, -1.97361], [-6.38164, 8.27451, -1.67265], [-6.55631, 8.51951, 0.10186], [-7.02303, 7.28812, 0.69118], [-7.23468, 9.76019, 0.36391], [-4.80879, 8.68882, 0.45144], [-3.06718, 8.23306, -0.76524], [-4.19991, 6.89422, -0.57892], [-4.64290, 9.44313, -2.20892], [-4.60556, 7.80096, -2.83594], [-6.98427, 9.02227, -2.18118], [-6.75817, 7.27888, -1.89964], [-4.60152, 8.25339, 1.42599], [-4.58216, 9.75440, 0.46007]]}

---

{"formula": "C5H6O2", "method": "the ωB97M-V functional and the def2-TZVPD basis", "gap_ev": 10.39, "e_homo_ev": -9.51, "e_lumo_ev": 0.87, "charge": 0, "symbols": ["C", "C", "C", "C", "C", "H", "H", "H", "H", "H", "H", "O", "O"], "coordinates": [[0.94359, 0.02339, -0.07650], [-0.17223, 0.86871, -0.64795], [-1.17169, -0.12529, -0.97243], [-1.04561, -0.98770, 0.29470], [-0.01045, -0.25800, 0.97524], [0.14884, 1.53183, -1.47932], [-2.25094, 0.07198, -1.08286], [-0.79175, -0.82449, -1.80982], [-1.89601, -1.13300, 1.19900], [-0.62876, -2.10143, 0.36244], [0.21163, -0.14220, 1.99326], [1.94469, -0.54654, -0.35252], [-0.20153, 1.23036, 0.77489]]}

---

{"formula": "C2H2BrN", "method": "the ωB97M-V functional and the def2-TZVPD basis", "gap_ev": 9.43, "e_homo_ev": -10.80, "e_lumo_ev": -1.37, "charge": 0, "symbols": ["C", "C", "N", "Br", "H", "H"], "coordinates": [[0.20462, 0.96735, 0.10673], [0.29313, -0.36452, -0.16145], [0.02305, 2.00403, 0.48449], [-1.89306, -0.96809, -0.13866], [0.62673, -0.69276, -1.05718], [0.74553, -0.94601, 0.76606]]}

---

{"formula": "C6H35NO10S", "method": "the ωB97M-V functional and the def2-TZVPD basis", "gap_ev": 9.25, "e_homo_ev": -8.92, "e_lumo_ev": 0.33, "charge": 0, "symbols": ["C", "C", "S", "C", "N", "C", "C", "C", "H", "H", "H", "H", "H", "H", "H", "H", "H", "H", "H", "H", "H", "H", "H", "H", "H", "O", "H", "H", "O", "H", "H", "O", "H", "H", "O", "H", "H", "O", "H", "H", "O", "H", "H", "O", "H", "H", "O", "H", "H", "O", "H", "H", "O"], "coordinates": [[-1.14147, -0.24091, 0.27730], [-1.33508, -1.71516, 0.03150], [-3.04731, -2.19955, 0.54617], [0.30521, 0.17632, -0.02445], [1.22715, -0.25101, 1.05920], [1.09538, 0.57866, 2.28741], [1.56051, -0.24649, 3.48713], [2.64518, -0.20173, 0.57995], [-1.46818, 0.03915, 1.32643], [-1.84510, 0.41419, -0.40377], [-1.17851, -2.00542, -1.01591], [-0.57517, -2.30219, 0.58680], [-2.96808, -3.49154, 0.14076], [0.65599, -0.34308, -0.94748], [0.30654, 1.29366, -0.16859], [1.67582, 1.49904, 2.18772], [0.05596, 0.89437, 2.43085], [2.63664, -0.49181, 3.46653], [1.26924, 0.25679, 4.44651], [1.06048, -1.21585, 3.52844], [2.72507, -0.87501, -0.31135], [2.96320, 0.76742, 0.24830], [3.28479, -0.62120, 1.36019], [0.91194, -3.55670, 1.88783], [1.41814, -2.15330, 1.38934], [1.56875, -3.12773, 1.29848], [1.41589, -0.48984, -3.01851], [2.52080, -1.61221, -3.20218], [2.03172, -1.07767, -2.54198], [0.51737, 1.11122, -4.56008], [-0.46348, 0.92644, -3.34626], [0.51011, 0.85754, -3.63468], [-2.21315, 1.54380, -2.28658], [-2.41950, 0.03277, -2.63271], [-2.06004, 0.87578, -3.04345], [-1.30616, -0.51344, 3.31575], [-2.74276, -0.10763, 3.61029], [-1.86725, 0.22827, 3.56595], [1.20324, -3.24139, -0.39180], [1.20966, -2.38665, -1.66074], [0.88831, -3.18239, -1.30152], [-2.96729, 3.49257, -1.35064], [-2.07390, 2.74664, -0.33505], [-2.62157, 2.62847, -1.08790], [-0.03427, 3.10519, 0.75939], [-1.06616, 2.46817, 1.77664], [-0.99429, 3.10491, 0.97198], [2.01698, 3.98638, 0.29450], [1.85991, 2.66979, -0.50331], [1.62029, 3.12172, 0.38010], [2.57072, 0.95316, -1.68743], [1.56815, 1.71742, -2.51757], [2.28193, 1.86296, -1.90728]]}

---

{"formula": "BH22O9", "method": "the ωB97M-V functional and the def2-TZVPD basis", "gap_ev": 9.56, "e_homo_ev": -6.81, "e_lumo_ev": 2.75, "charge": -1, "symbols": ["B", "H", "H", "H", "H", "O", "H", "H", "O", "H", "H", "O", "H", "H", "O", "H", "H", "O", "H", "H", "O", "H", "H", "O", "H", "H", "O", "H", "H", "O", "H", "H"], "coordinates": [[-0.67458, -0.11003, 0.08715], [-1.30874, -0.99449, -0.44691], [-1.38769, 0.88723, 0.07655], [-0.41772, -0.37812, 1.25078], [0.37211, 0.01371, -0.48811], [-0.97251, -1.15566, -3.75953], [-0.14880, -0.65194, -3.67379], [-1.59028, -0.56691, -3.39696], [-1.01798, 2.34754, -2.52009], [-1.08871, 1.83336, -1.71925], [-1.24201, 3.22444, -2.28014], [1.48684, -0.04420, -3.55618], [1.51718, 0.90197, -3.63689], [1.73131, -0.43835, -2.70078], [-0.40125, -3.59145, 1.67693], [-0.38972, -3.89499, 2.59104], [-0.92886, -2.79885, 1.62181], [-1.05797, 1.60257, 3.79204], [-1.25313, 1.06915, 3.04201], [-0.12821, 1.49033, 4.08934], [1.35362, 1.97285, 1.21616], [1.48178, 1.96494, 2.16041], [0.98370, 1.10373, 0.98881], [0.49188, -3.20794, -0.86363], [-0.13468, -2.52515, -0.94737], [0.20108, -3.51875, -0.03241], [2.51968, -1.30682, 1.24055], [1.64350, -1.04892, 0.92163], [2.57060, -2.20011, 0.88886], [-0.71698, 3.70581, 1.56348], [-1.50230, 3.16490, 1.39407], [0.00883, 3.15011, 1.42043]]}

---

Taking the records one at a time from the top gives maximum force values of 6.96; 0.97; 6.80; 6.26; 2.85; 3.21 eV/A.